w | 8
Properties=species:S:1:pos:R:3 method="wB97M-V/def2-TZVPD" orbital_gap_ha=0.343 e_lumo_ev=-0.23 e_homo_ha=-0.3513
C -2.02 0.16 1.90
C -0.95 0.46 1.53
P 0.53 -0.38 -1.27
P 1.14 0.53 0.55
H -2.95 -0.27 2.31
H 1.79 -0.57 -1.56
H 0.71 0.65 -2.13
H 1.05 -0.64 1.24

***

x | 8
Properties=species:S:1:pos:R:3 method="wB97M-V/def2-TZVPD" orbital_gap_ha=0.312 e_lumo_ev=-0.63 e_homo_ha=-0.3349 smiles="[H]/P=C/C=P/[H]"
C 0.20 0.75 0.33
C -0.26 -0.70 -0.39
P -0.47 1.40 1.70
P 0.58 -1.50 -1.59
H 1.07 1.16 -0.18
H -1.19 -1.04 0.04
H 0.43 2.48 1.77
H -0.35 -2.55 -1.69

***

According to the calculations, the structures order from most to least stable as x, w.

***

w | 20
Properties=species:S:1:pos:R:3 method="wB97M-V/def2-TZVPD" orbital_gap_ha="0.294 / 0.312" e_lumo_ev="-0.12 / 0.04" e_homo_ha="-0.2984 / -0.3111" smiles="N/N=[N+](/[O-])SC1=CCC=CC1"
C 1.20 -0.25 -2.52
C 0.50 -1.29 -2.07
C 1.31 0.75 -0.31
C 0.55 -0.20 0.18
C 1.80 0.77 -1.63
C 0.03 -1.35 -0.60
N -2.75 0.69 2.62
N -2.13 0.40 3.73
N -1.70 0.70 1.39
O -2.01 0.70 0.24
S -0.01 0.08 1.83
H 1.18 -0.05 -3.57
H 0.04 -1.98 -2.77
H 1.60 1.48 0.45
H 2.87 0.52 -1.79
H 1.67 1.72 -2.19
H -1.11 -1.34 -0.65
H 0.29 -2.24 -0.22
H -1.89 1.29 4.21
H -1.45 -0.40 3.68

***

x | 20
Properties=species:S:1:pos:R:3 method="wB97M-V/def2-TZVPD" orbital_gap_ha="0.271 / 0.255" e_lumo_ev="0.04 / -0.47" e_homo_ha="-0.2697 / -0.2721"
C -1.77 0.18 -1.85
C -1.09 1.16 -1.31
C -0.23 -1.50 -0.61
C 0.48 -0.27 -0.08
C -1.61 -1.21 -1.37
C -0.14 1.03 -0.09
N 1.99 0.71 1.68
N 3.05 1.26 2.35
N -0.29 -1.80 0.80
O -1.34 -1.61 1.41
S 1.81 -0.71 0.97
H -2.16 0.43 -2.89
H -1.28 2.21 -1.58
H 0.30 -2.31 -1.15
H -2.20 -1.42 -0.48
H -1.79 -1.81 -2.32
H 0.66 1.78 0.01
H -0.73 1.39 0.83
H 3.65 0.56 2.67
H 2.70 1.91 3.04

***

According to the calculations, the structures order from most to least stable as w, x.

***

w | 9
Properties=species:S:1:pos:R:3 method="wB97M-V/def2-TZVPD" orbital_gap_ha=0.364 e_lumo_ev=4.04 e_homo_ha=-0.2153 total_charge=-1
C -0.94 0.97 0.59
O -2.02 -1.25 0.80
O -1.07 -0.42 2.92
O 0.41 -1.28 1.19
O -1.53 1.92 1.01
F 1.10 -0.65 -0.98
S -0.90 -0.63 1.50
H -0.58 0.89 -0.44
H 0.82 -0.99 -0.07

***

x | 9
Properties=species:S:1:pos:R:3 method="wB97M-V/def2-TZVPD" orbital_gap_ha=0.363 e_lumo_ev=4.13 e_homo_ha=-0.2116 total_charge=-1
C 1.05 -0.50 0.23
O -0.98 -0.24 -1.59
O -1.44 -0.19 0.85
O -0.69 -2.30 -0.26
O 1.98 -0.36 -0.50
F 1.32 -0.92 1.51
S -0.74 -0.81 -0.28
H -0.06 2.31 0.04
H -0.43 3.00 -0.01

***

y | 9
Properties=species:S:1:pos:R:3 method="wB97M-V/def2-TZVPD" orbital_gap_ha=0.364 e_lumo_ev=4.23 e_homo_ha=-0.2089 total_charge=-1 smiles="O=S(=O)([O-])[C@H](O)F"
C 0.87 0.07 0.42
O -1.54 -0.74 0.99
O -0.55 -1.84 -0.91
O -1.16 0.44 -1.15
O 0.70 1.55 -0.10
F 2.03 -0.39 -0.10
S -0.79 -0.64 -0.23
H 0.66 0.10 1.57
H -0.23 1.46 -0.48

***

z | 9
Properties=species:S:1:pos:R:3 method="wB97M-V/def2-TZVPD" orbital_gap_ha=0.363 e_lumo_ev=4.20 e_homo_ha=-0.2087 total_charge=-1 smiles="O=S(=O)([O-])[C@H](O)F"
C 0.72 -0.44 0.20
O -1.15 1.03 1.19
O -1.85 -0.95 -0.02
O -0.78 0.90 -1.29
O 1.53 0.34 -0.61
F 0.80 -1.75 -0.04
S -0.98 0.21 0.03
H 0.98 -0.35 1.44
H 0.74 1.01 -0.90

***

According to the calculations, the structures order from most to least stable as w, z, x, y.

***

w | 8
Properties=species:S:1:pos:R:3 method="wB97M-V/def2-TZVPD" orbital_gap_ha=0.395 e_lumo_ev=0.46 e_homo_ha=-0.3777 smiles="O=C(S)CF"
C 0.01 -0.54 -0.22
C -1.11 -0.20 0.68
H 0.50 1.50 -0.29
H -0.86 -0.59 1.77
H -1.97 -0.54 0.22
O 0.02 -1.74 -0.27
F -1.37 1.08 0.88
S 1.32 0.52 -0.64

***

x | 8
Properties=species:S:1:pos:R:3 method="wB97M-V/def2-TZVPD" orbital_gap_ha=0.352 e_lumo_ev=0.39 e_homo_ha=-0.3374 smiles="OC(=S)CF"
C 0.19 -0.10 0.20
C -0.76 0.54 -0.87
H -1.20 -1.33 0.27
H -0.19 0.64 -1.78
H -1.09 1.51 -0.45
O -0.33 -1.24 0.70
F -1.82 -0.26 -1.11
S 1.56 0.55 0.65

***

y | 8
Properties=species:S:1:pos:R:3 method="wB97M-V/def2-TZVPD" orbital_gap_ha=0.350 e_lumo_ev=0.32 e_homo_ha=-0.3380 smiles="OC(=S)CF"
C -0.58 -0.20 -0.10
C 1.00 -0.04 -0.03
H -2.02 1.10 0.02
H 1.44 0.54 -0.81
H 1.14 0.44 0.94
O -1.06 1.03 0.00
F 1.52 -1.32 0.00
S -1.44 -1.55 -0.01

***

According to the calculations, the structures order from most to least stable as x, y, w.

***

w | 9
Properties=species:S:1:pos:R:3 method="wB97M-V/def2-TZVPD" orbital_gap_ha=0.324 e_lumo_ev=4.47 e_homo_ha=-0.1595 total_charge=-1
N -1.46 1.00 -0.09
C -0.50 0.03 0.26
O 0.27 0.31 1.21
O -0.50 -1.00 -0.44
H -2.16 0.76 -0.77
H -1.41 1.97 0.16
H 1.54 -1.53 -0.53
H 1.89 -0.46 0.41
O 2.34 -1.07 -0.22

***

x | 9
Properties=species:S:1:pos:R:3 method="wB97M-V/def2-TZVPD" orbital_gap_ha=0.328 e_lumo_ev=4.44 e_homo_ha=-0.1644 total_charge=-1
N 1.03 1.55 0.46
C -0.11 0.66 0.28
O -0.36 0.35 -0.92
O -0.76 0.37 1.30
H 1.55 1.46 -0.40
H 1.53 1.24 1.29
H 0.06 -1.40 -1.02
H -0.81 -2.36 -0.31
O -0.12 -2.38 -0.99

***

According to the calculations, the structures order from most to least stable as w, x.

***

w | 45
Properties=species:S:1:pos:R:3 method="wB97M-V/def2-TZVPD" orbital_gap_ha=0.362 e_lumo_ev=-0.28 e_homo_ha=-0.3720 smiles=CC(C)O.O.O.O.O.O.O.O.O.O.O.O
O 2.61 -2.79 -1.42
H 3.17 -2.43 -0.71
H 2.45 -2.06 -2.03
O 2.42 1.31 -2.60
H 1.46 1.30 -2.48
H 2.57 1.98 -3.27
O 4.46 0.50 -0.95
H 3.72 0.71 -1.57
H 5.09 1.23 -1.04
O 0.65 2.56 1.94
H 0.93 1.73 1.53
H 0.22 2.29 2.76
O -0.06 2.73 -2.15
H -0.84 2.17 -2.08
H -0.22 3.29 -2.92
O -0.95 -0.45 -1.65
H -1.82 -0.65 -2.02
H -0.69 -1.30 -1.22
O 1.51 4.26 -0.09
H 1.86 3.71 0.61
H 0.92 3.67 -0.58
O -0.04 -2.75 -0.26
H 0.90 -2.83 -0.51
H -0.26 -3.64 0.06
O 1.28 0.57 0.04
H 0.43 0.16 -0.21
H 1.65 0.81 -0.83
O 3.72 -0.91 1.29
H 2.76 -0.81 1.26
H 4.06 -0.30 0.61
O -0.32 -0.44 3.18
H -0.78 -0.48 2.32
H -1.01 -0.18 3.80
C -4.11 -0.85 -0.16
C -3.49 -0.71 1.23
C -3.30 -2.03 1.95
O -2.22 -0.08 1.15
H -4.27 0.15 -0.58
H -5.07 -1.36 -0.17
H -3.40 -1.36 -0.81
H -4.14 -0.06 1.83
H -2.42 -2.55 1.56
H -4.13 -2.73 1.84
H -3.15 -1.81 3.01
H -2.15 0.44 0.34

***

x | 45
Properties=species:S:1:pos:R:3 method="wB97M-V/def2-TZVPD" orbital_gap_ha=0.354 e_lumo_ev=-0.21 e_homo_ha=-0.3621 smiles=CC(C)O.O.O.O.O.O.O.O.O.O.O.O
C -2.95 -0.82 -0.20
C -2.19 -1.88 -1.00
C -1.13 -2.60 -0.25
O -1.31 -1.13 -2.00
H -2.68 -0.81 0.86
H -4.03 -0.83 -0.33
H -2.69 0.21 -0.63
H -2.89 -2.57 -1.53
H -1.38 -3.48 0.37
H -0.63 -1.99 0.56
H -0.30 -3.00 -0.83
H -0.93 -0.45 -1.55
H 1.08 -1.15 -1.50
H 2.18 -1.42 -0.39
O 1.79 -0.76 -0.94
H 3.00 -3.51 1.48
H 2.14 -2.33 1.53
O 2.20 -3.24 0.99
H -0.34 0.28 1.39
H -0.51 0.75 2.84
O -0.84 0.10 2.15
H -2.61 0.51 2.38
H -2.71 1.69 1.37
O -3.14 1.22 1.99
H -0.07 3.51 2.21
H 1.16 2.81 2.38
O 0.66 3.41 2.90
H -0.89 0.48 -3.46
H -0.77 1.84 -4.13
O -0.94 1.48 -3.16
H 2.84 -0.64 3.17
H 3.90 -1.53 2.76
O 3.08 -1.23 2.55
H 2.58 -1.00 -3.77
H 1.24 -1.47 -3.72
O 1.85 -1.12 -4.29
H 1.61 1.44 0.79
H 2.88 1.03 1.27
O 2.21 1.70 1.55
H 1.17 1.19 -1.74
H 1.57 2.27 -0.80
O 0.84 1.64 -0.92
H -1.93 3.15 0.13
H -1.51 1.98 -0.58
O -1.74 2.28 0.21

***

According to the calculations, the structures order from most to least stable as w, x.

***

w | 8
Properties=species:S:1:pos:R:3 method="wB97M-V/def2-TZVPD" orbital_gap_ha="0.324 / 0.324" e_lumo_ev="0.17 / 0.18" e_homo_ha="-0.3174 / -0.3173"
C -1.73 -1.43 0.00
C 0.56 1.02 -0.65
O -0.28 0.20 -0.58
S 2.16 1.05 0.31
H -0.87 -2.03 0.26
H -2.07 -0.86 0.92
H 0.38 1.91 -1.37
H 1.87 0.15 1.11

***

x | 8
Properties=species:S:1:pos:R:3 method="wB97M-V/def2-TZVPD" orbital_gap_ha=0.361 e_lumo_ev=0.77 e_homo_ha=-0.3326
C 0.00 0.02 1.15
C -0.02 0.61 -0.50
O -0.54 -1.04 1.24
S 0.70 -0.65 -1.58
H 0.42 1.50 -0.48
H 0.64 0.61 2.33
H -1.00 0.61 -0.72
H -0.19 -1.68 -1.45

***

According to the calculations, the structures order from most to least stable as x, w.

***

w | 8
Properties=species:S:1:pos:R:3 method="wB97M-V/def2-TZVPD" orbital_gap_ha=0.380 e_lumo_ev=0.09 e_homo_ha=-0.3767
C 3.41 -0.09 0.85
C 0.14 -0.28 0.08
O 0.79 0.80 -0.60
S 4.26 -0.14 -0.41
H 0.55 1.55 -0.12
H 0.15 -1.13 -0.67
H -0.77 0.16 0.40
H 0.78 -0.64 0.85

***

x | 8
Properties=species:S:1:pos:R:3 method="wB97M-V/def2-TZVPD" orbital_gap_ha=0.337 e_lumo_ev=0.30 e_homo_ha=-0.3260
C -1.14 0.08 -0.44
C 0.07 -0.05 0.49
O -1.97 1.10 -0.02
S -2.74 -0.40 0.10
H -1.21 0.20 -1.94
H 0.99 0.03 -0.04
H -0.05 -1.01 1.08
H -0.02 0.80 1.14

***

y | 8
Properties=species:S:1:pos:R:3 method="wB97M-V/def2-TZVPD" orbital_gap_ha=0.338 e_lumo_ev=0.40 e_homo_ha=-0.3232 smiles="C=CSO"
C -1.06 0.66 -0.28
C 0.01 -0.05 -0.14
O 2.62 -0.74 -0.19
S 1.94 0.76 -0.01
H -1.99 0.21 -0.11
H -1.16 1.73 -0.08
H -0.05 -1.18 -0.29
H 2.81 -1.37 0.56

***

According to the calculations, the structures order from most to least stable as y, w, x.

***

w | 11
Properties=species:S:1:pos:R:3 method="wB97M-V/def2-TZVPD" orbital_gap_ha="0.242 / 0.280" e_lumo_ev="0.81 / -1.89" spin_multiplicity=3 e_homo_ha="-0.2120 / -0.3493"
C 0.35 -0.07 -1.19
C 0.78 -0.79 -2.20
C 0.28 1.25 -0.49
C -0.41 0.29 0.30
C -0.47 -0.55 1.50
O 1.27 -1.52 -2.94
O -1.13 1.34 -0.24
H 0.94 2.04 -0.22
H -1.05 0.09 2.15
H 0.40 -0.67 1.97
H -0.96 -1.42 1.36

***

x | 11
Properties=species:S:1:pos:R:3 method="wB97M-V/def2-TZVPD" orbital_gap_ha="0.225 / 0.294" e_lumo_ev="0.66 / -1.75" spin_multiplicity=3 e_homo_ha="-0.2007 / -0.3586"
C -1.45 0.28 0.05
C -1.25 0.94 -1.13
C -0.36 -0.56 0.12
C 0.57 -0.25 -0.91
C 1.03 -0.82 0.48
O -0.02 0.75 -1.64
O 1.74 -0.12 1.47
H -2.15 0.51 0.93
H -1.99 1.66 -1.63
H 1.32 -1.96 0.35
H 2.57 -0.42 1.92

***

According to the calculations, the structures order from most to least stable as w, x.

***

w | 70
Properties=species:S:1:pos:R:3 method="wB97M-V/def2-TZVPD" orbital_gap_ha="0.230 / 0.249" e_lumo_ev="-3.93 / -3.95" spin_multiplicity=3 e_homo_ha="-0.3741 / -0.3937" total_charge=+1
Mo -0.08 -0.43 -0.64
C 0.55 -1.42 2.09
C 1.69 -0.64 2.31
C 2.44 -0.64 1.13
C 1.82 -1.47 0.13
C 0.65 -2.02 0.75
C 0.13 -3.42 0.50
C 2.67 -2.24 -0.86
C 3.73 0.05 0.93
C 2.08 0.03 3.59
C -0.28 -2.08 3.14
H 0.63 -4.14 1.15
H 0.31 -3.72 -0.53
H -0.94 -3.49 0.66
H 3.38 -2.89 -0.34
H 3.26 -1.57 -1.50
H 2.06 -2.86 -1.51
H 3.79 0.50 -0.07
H 4.55 -0.67 0.98
H 3.91 0.83 1.67
H 1.67 -0.50 4.45
H 1.73 1.07 3.65
H 3.16 0.05 3.71
H 0.41 -2.67 3.75
H -1.02 -2.75 2.71
H -0.79 -1.38 3.80
O -1.50 -1.72 -1.36
C -2.15 -1.44 -2.47
C -2.37 -2.49 -3.39
C -3.01 -2.27 -4.59
C -3.49 -1.00 -4.94
C -3.31 0.03 -4.04
C -2.63 -0.16 -2.83
C -2.60 0.92 -1.86
N -1.75 0.94 -0.90
N -2.12 1.80 0.15
C -1.63 1.29 1.24
O -0.85 0.25 1.23
C -1.98 1.90 2.55
C -1.21 1.62 3.67
C -1.52 2.20 4.89
C -2.61 3.05 4.99
C -3.38 3.33 3.87
C -3.07 2.76 2.65
H -2.04 -3.48 -3.12
H -3.16 -3.10 -5.27
H -4.00 -0.83 -5.88
H -3.70 1.02 -4.26
H -3.39 1.67 -1.86
H -0.37 0.96 3.57
H -0.92 1.98 5.76
H -2.86 3.50 5.95
H -4.23 3.99 3.96
H -3.67 2.97 1.78
N 1.71 -0.84 -4.55
C 0.85 -1.35 -3.67
N 0.81 -0.56 -2.61
C 1.70 0.44 -2.92
N 2.26 0.30 -4.10
C 1.91 1.52 -1.97
C 2.74 2.61 -2.19
N 2.86 3.58 -1.29
C 2.14 3.47 -0.18
C 1.30 2.39 0.06
N 1.20 1.41 -0.83
H 1.96 -1.19 -5.46
H 0.27 -2.25 -3.82
H 3.32 2.68 -3.11
H 2.23 4.27 0.54
H 0.72 2.30 0.97

***

x | 70
Properties=species:S:1:pos:R:3 method="wB97M-V/def2-TZVPD" orbital_gap_ha="0.224 / 0.260" e_lumo_ev="-3.81 / -3.86" spin_multiplicity=3 e_homo_ha="-0.3636 / -0.4021" total_charge=+1
Mo 0.06 0.28 -0.25
C 0.88 1.73 2.17
C 0.07 2.56 1.46
C 0.53 2.61 0.08
C 1.74 1.87 0.01
C 1.89 1.23 1.26
C 3.11 0.48 1.69
C 2.80 2.09 -1.01
C 0.04 3.55 -0.96
C -1.09 3.35 1.96
C 0.80 1.39 3.63
H 3.79 1.16 2.21
H 3.66 0.06 0.86
H 2.87 -0.33 2.39
H 3.40 2.96 -0.72
H 2.38 2.29 -2.00
H 3.49 1.25 -1.10
H 0.22 3.17 -1.97
H 0.54 4.52 -0.87
H -1.03 3.72 -0.86
H -0.84 4.41 2.00
H -1.40 3.05 2.96
H -1.94 3.26 1.28
H 1.43 2.06 4.22
H 1.16 0.37 3.82
H -0.21 1.47 4.02
O -1.76 1.08 -0.16
C -2.96 0.51 -0.04
C -3.99 1.21 0.61
C -5.23 0.63 0.77
C -5.51 -0.65 0.29
C -4.52 -1.32 -0.39
C -3.24 -0.77 -0.54
C -2.28 -1.42 -1.39
N -1.04 -1.10 -1.41
N -0.30 -1.63 -2.49
C 0.65 -0.80 -2.80
O 0.87 0.32 -2.13
C 1.57 -1.15 -3.90
C 2.65 -0.32 -4.17
C 3.56 -0.65 -5.17
C 3.38 -1.82 -5.90
C 2.31 -2.65 -5.63
C 1.40 -2.33 -4.63
H -3.79 2.21 0.96
H -6.00 1.19 1.29
H -6.49 -1.08 0.41
H -4.72 -2.30 -0.81
H -2.60 -2.17 -2.11
H 2.77 0.60 -3.60
H 4.39 0.01 -5.39
H 4.09 -2.07 -6.68
H 2.18 -3.57 -6.19
H 0.56 -2.97 -4.41
N -1.55 -1.68 3.27
C -1.54 -0.54 2.57
N -0.63 -0.66 1.62
C -0.12 -1.90 1.80
N -0.65 -2.56 2.80
C 1.00 -2.31 0.94
C 1.72 -3.48 1.11
N 2.81 -3.74 0.40
C 3.19 -2.81 -0.47
C 2.47 -1.65 -0.66
N 1.36 -1.39 0.03
H -2.13 -1.92 4.06
H -2.18 0.30 2.75
H 1.38 -4.21 1.84
H 4.09 -3.00 -1.04
H 2.77 -0.91 -1.40

***

According to the calculations, the structures order from most to least stable as x, w.